Formula: C6H14O
Source: OMol25
Level of theory: ωB97M-V with the def2-TZVPD basis set

```
21
Properties=species:S:1:pos:R:3:forces:R:3
C 1.48627 -1.46284 -2.23485 0.0 0.0 0.0
C 1.04304 -0.28446 -1.37152 0.0 0.0 0.0
C -0.46799 -0.25885 -1.13207 0.0 -0.1 0.0
C -0.92279 0.93211 -0.30881 -0.3 0.1 -0.2
C -2.02256 0.83365 0.57458 0.0 0.0 -0.3
O -0.96527 0.88868 2.10811 0.2 0.0 -0.1
C -0.79719 -0.34682 2.76620 0.0 -0.2 0.2
H 2.56836 -1.45611 -2.40369 -0.2 0.0 0.0
H 0.99572 -1.43800 -3.21520 0.1 0.0 0.1
H 1.22620 -2.41738 -1.76128 0.0 0.1 -0.1
H 1.55844 -0.31363 -0.40167 -0.1 0.0 -0.1
H 1.34704 0.65739 -1.84884 -0.1 -0.1 0.1
H -0.97502 -0.27228 -2.11063 0.1 0.0 0.1
H -0.76448 -1.19060 -0.62600 0.0 0.1 -0.1
H -0.76185 1.91037 -0.76465 0.0 -0.1 0.1
H -0.37454 0.96015 1.02998 -0.1 0.0 0.3
H -2.62500 1.70222 0.82508 0.1 -0.1 0.0
H -2.51158 -0.12598 0.74468 0.1 0.1 0.0
H -1.68872 -0.57815 3.36025 0.1 0.0 -0.1
H 0.06315 -0.29578 3.44318 -0.1 0.0 -0.1
H -0.62849 -1.17019 2.05036 0.0 0.1 0.1
```
Positions in Å, forces in eV/Å.

- electronic energy (hartree) = -312.11571
- largest force on an atom (eV/Å) = 0.361
- lowest unoccupied orbital energy (eV) = 1.0382
- ΔE to the lowest compared entry with this formula, charge and spin (eV) = 3.7911
- HOMO (eV) = -8.1

---

Formula: C58H79N5O7PS2Sb2Ti
Source: OMol25
Level of theory: ωB97M-V with the def2-TZVPD basis set

```
155
Properties=species:S:1:pos:R:3:forces:R:3
Ti -0.13900 0.25291 -0.15003 0.5 1.1 0.3
C -3.33341 2.14486 3.20208 0.1 0.0 0.1
C -2.10640 3.04343 3.40072 0.0 -0.1 0.0
C -0.88485 2.31035 3.97624 -0.1 -0.1 0.0
Sb 0.58748 1.43618 2.66967 0.1 0.2 0.0
C 1.55825 3.26407 2.12347 0.1 0.2 0.0
C 1.43320 4.43814 2.86901 0.0 0.0 -0.1
C 2.09315 5.60027 2.48932 0.0 0.0 -0.1
C 2.89603 5.60607 1.35446 0.0 0.0 0.0
C 3.02766 4.44792 0.60162 0.0 0.0 0.0
C 2.36212 3.28664 0.98270 -0.1 0.0 0.0
C 1.86820 0.92897 4.31227 0.0 -0.1 0.1
C 1.63701 -0.29112 4.95391 0.0 0.1 0.0
C 2.38594 -0.67517 6.05944 0.0 0.1 -0.1
C 3.38371 0.16205 6.53909 0.0 0.0 0.0
C 3.62462 1.37679 5.91200 0.0 0.0 0.0
C 2.87348 1.76045 4.80638 0.0 -0.1 0.0
Sb -3.17528 0.62650 1.65919 0.1 0.2 -0.1
C -4.68811 -0.61287 2.52591 -0.1 -0.1 0.1
C -4.34395 -1.88790 2.97414 0.0 0.0 0.0
C -5.27501 -2.68990 3.62697 0.0 0.1 0.0
C -6.56432 -2.22268 3.83388 0.0 0.0 0.0
C -6.92252 -0.95679 3.38481 0.0 0.0 0.0
C -5.99126 -0.15671 2.73510 0.0 -0.1 0.0
C -4.48629 1.65075 0.31147 0.0 0.1 -0.1
C -5.22661 0.94827 -0.64111 0.0 0.0 0.0
C -6.01510 1.62149 -1.56351 0.0 0.1 0.0
C -6.06947 3.01214 -1.55860 0.0 -0.1 0.0
C -5.33676 3.72412 -0.62068 0.0 -0.1 0.0
C -4.55182 3.04183 0.30511 -0.1 0.0 0.0
H -4.22475 2.73236 2.97962 0.0 0.0 0.1
H -3.53621 1.59692 4.12682 0.0 0.0 0.0
H -2.37430 3.84126 4.10106 0.0 0.0 0.0
H -1.84434 3.54298 2.46285 0.0 0.0 0.0
H -0.28095 2.96409 4.60380 -0.1 0.1 0.1
H -1.20662 1.49147 4.62663 0.0 0.0 0.0
H 0.81805 4.46423 3.75879 0.0 0.0 0.0
H 1.98281 6.49974 3.08292 0.0 0.0 0.0
H 3.41682 6.50944 1.06178 0.0 0.0 0.0
H 3.64572 4.44217 -0.28862 0.0 0.0 0.0
H 2.44071 2.40352 0.35555 0.0 0.0 0.0
H 0.85731 -0.95974 4.60423 0.0 0.0 0.0
H 2.19071 -1.62718 6.53671 0.0 0.0 0.0
H 3.97257 -0.13251 7.39845 0.0 0.0 0.0
H 4.40438 2.03129 6.28249 0.0 0.0 0.0
H 3.09046 2.70791 4.32699 0.0 0.0 0.0
H -3.33994 -2.26544 2.80812 0.0 0.0 0.0
H -4.99162 -3.67686 3.97187 0.0 0.0 0.0
H -7.29110 -2.84345 4.34276 0.0 0.0 0.0
H -7.93038 -0.59177 3.54094 0.0 0.0 0.0
H -6.28815 0.82448 2.38082 0.0 0.0 0.0
H -5.17600 -0.13363 -0.67700 0.0 0.0 0.0
H -6.58538 1.06050 -2.29381 0.0 0.0 0.0
H -6.68467 3.53425 -2.28093 0.0 0.0 0.0
H -5.38105 4.80751 -0.60276 0.0 0.0 0.0
H -3.98968 3.60943 1.03936 0.0 0.0 0.0
C -3.30760 -8.02537 0.47037 0.0 0.0 0.0
C -2.18322 -7.44711 1.28771 0.0 0.0 0.0
C -0.94905 -8.08711 1.36840 0.1 0.0 0.0
C 0.08690 -7.55435 2.12068 -0.1 0.1 0.0
C -0.11696 -6.36214 2.80412 -0.1 -0.1 -0.1
C -1.34311 -5.71247 2.74726 -0.1 -0.1 -0.1
C -2.36591 -6.25790 1.98744 0.0 0.1 0.1
S 1.21270 -5.62309 3.69221 -0.2 0.0 0.1
O 2.05713 -6.65743 4.21049 0.0 0.0 0.1
O 0.62707 -4.62115 4.53122 0.1 0.0 0.2
N 2.12294 -4.85684 2.56845 0.1 0.1 -0.3
C 1.48672 -3.99597 1.55887 0.1 -0.1 0.1
C 0.77474 -2.79826 2.16689 0.0 -0.1 0.1
C 0.38790 -1.82100 1.10075 0.0 0.0 -0.2
O 1.27491 -1.27546 0.38584 0.3 -0.5 0.2
O -0.81460 -1.47492 0.93422 0.1 -0.2 0.3
H -2.99794 -8.93411 -0.04400 0.0 0.0 0.0
H -3.65213 -7.31055 -0.27845 0.0 0.0 0.0
H -4.16241 -8.26940 1.10328 0.0 0.0 0.0
H -0.79801 -9.01970 0.83742 0.0 0.0 0.0
H 1.03937 -8.06359 2.19385 0.0 0.0 0.0
H -1.49151 -4.79762 3.30408 0.0 0.0 0.0
H -3.32216 -5.74939 1.93799 0.0 0.0 0.0
H 2.77706 -5.51987 2.17253 0.0 0.0 0.0
H 0.78533 -4.56714 0.94045 0.0 0.0 0.0
H 2.28967 -3.63914 0.91507 0.0 0.0 0.0
H 1.45767 -2.29446 2.85429 0.0 0.0 0.0
H -0.11575 -3.09052 2.71634 0.0 0.0 0.0
C -2.66173 0.38567 -3.70260 0.0 0.1 0.0
O -1.53443 0.51269 -2.84505 0.2 -0.1 0.2
C -1.63166 -0.06159 -1.56733 -1.2 -0.3 -1.0
O -2.67201 -0.64223 -1.30141 0.0 0.0 0.0
H -3.30285 1.26803 -3.60806 0.0 0.0 0.0
H -3.25592 -0.49512 -3.46834 0.0 0.0 0.0
H -2.27872 0.32470 -4.72219 0.0 0.0 0.0
N 1.14051 1.00063 -1.29885 0.1 -0.5 0.0
P 2.05090 0.33554 -2.37564 -0.2 0.5 0.1
N 2.48973 1.40415 -3.60350 -0.1 0.3 -0.1
C 3.45396 2.44626 -3.24093 -0.1 -0.1 -0.1
C 4.17469 2.92815 -4.51054 0.0 0.0 0.0
C 3.29517 2.71594 -5.74681 0.0 0.0 0.0
C 1.83882 2.99369 -5.39120 0.0 0.0 0.0
C 1.34633 2.02360 -4.29940 0.1 -0.1 0.0
N 1.44086 -0.92490 -3.27221 0.1 -0.3 -0.2
C 1.01034 -2.12740 -2.53453 0.0 0.1 -0.1
C 0.45613 -3.18837 -3.48391 0.0 -0.1 0.0
C -0.37635 -2.53030 -4.57545 0.0 0.0 0.0
C 0.51649 -1.61270 -5.42934 0.0 0.0 -0.1
C 1.77955 -1.21045 -4.67009 -0.1 0.1 0.1
N 3.47814 -0.17935 -1.73637 0.3 -0.1 0.1
C 3.92376 0.13677 -0.37730 0.1 0.0 -0.1
C 4.70991 -1.03897 0.17459 0.0 -0.1 0.0
C 5.99808 -1.25855 -0.63542 0.0 0.0 0.0
C 5.81598 -0.79989 -2.09135 0.0 0.0 0.0
C 4.38001 -0.99700 -2.55391 0.0 0.0 0.1
H 4.16659 2.04727 -2.52010 0.0 0.0 0.0
H 2.93316 3.28148 -2.74827 0.0 0.0 0.0
H 5.11979 2.39382 -4.63052 0.0 0.0 0.0
H 4.41832 3.98911 -4.40458 0.0 0.0 0.0
H 3.39154 1.68460 -6.09445 0.0 0.0 0.0
H 3.62383 3.35885 -6.56518 0.0 0.0 0.0
H 1.19845 2.91524 -6.27106 0.0 0.0 0.0
H 1.75481 4.02583 -5.03590 0.0 0.0 0.0
H 0.72528 1.23483 -4.72342 0.0 0.0 0.0
H 0.72366 2.55452 -3.57105 -0.1 0.0 0.0
H 0.21586 -1.85177 -1.84071 0.0 0.1 0.0
H 1.83621 -2.53047 -1.93461 0.0 0.0 0.0
H -0.14836 -3.88115 -2.89524 0.0 0.0 0.0
H 1.26287 -3.77643 -3.93125 0.0 0.0 0.0
H -1.16943 -1.94844 -4.10099 0.0 0.0 0.0
H -0.86298 -3.28267 -5.19805 0.0 0.0 0.0
H -0.03572 -0.71327 -5.71342 0.0 0.0 0.0
H 0.80900 -2.11372 -6.35666 0.0 0.0 0.0
H 2.23892 -0.33611 -5.11957 0.0 0.0 0.0
H 2.52504 -2.01388 -4.72125 0.0 0.0 0.0
H 3.05353 0.33591 0.23635 -0.1 0.0 0.0
H 4.55398 1.03964 -0.36943 0.0 0.0 0.0
H 4.06320 -1.91903 0.11840 0.0 0.0 0.0
H 4.93359 -0.87609 1.23042 0.0 0.0 0.0
H 6.28262 -2.31281 -0.60797 0.0 0.0 0.0
H 6.82066 -0.70210 -0.18106 0.0 0.0 0.0
H 6.49101 -1.34007 -2.75747 0.0 0.0 0.0
H 6.06517 0.26113 -2.18291 0.0 0.0 0.0
H 4.11480 -2.06145 -2.48073 0.0 0.0 0.0
H 4.27684 -0.71545 -3.60271 0.0 0.1 0.0
O -0.94483 2.29070 0.12433 0.3 0.7 -0.5
S -0.41092 3.37199 -0.86206 -0.2 -0.8 0.4
C -1.73179 3.54600 -2.09350 0.0 0.0 0.0
C -2.06668 5.03056 -2.16139 0.0 0.0 0.0
C -2.06126 5.52228 -0.71439 0.0 0.0 0.0
C -0.78329 4.96541 -0.09351 0.0 0.1 0.1
H -2.55604 2.95230 -1.68758 0.0 0.0 0.0
H -1.39843 3.09530 -3.02523 0.0 0.0 0.0
H -3.02768 5.18005 -2.65442 0.0 0.0 0.0
H -1.31122 5.56717 -2.74325 0.0 0.0 0.0
H -2.93233 5.12854 -0.19124 0.0 0.0 0.0
H -2.09216 6.60982 -0.64234 0.0 0.0 0.0
H -0.81396 4.79698 0.98196 0.0 0.0 0.0
H 0.08775 5.58860 -0.30905 0.0 0.0 0.0
```
Positions in Å, forces in eV/Å.

- electronic energy (hartree) = -5525.74844
- largest force on an atom (eV/Å) = 1.553
- lowest unoccupied orbital energy (alpha / beta) (eV) = 0.3202 / 0.3204
- ΔE to the lowest compared entry with this formula, charge and spin (eV) = 0.0000
- multiplicity = 2
- HOMO (alpha / beta) (eV) = -6.5 / -7.6

---

Formula: C5H15N2O
Source: OMol25
Level of theory: ωB97M-V with the def2-TZVPD basis set

```
23
Properties=species:S:1:pos:R:3:forces:R:3
C -2.30542 -0.90706 0.22217 0.4 0.9 -0.5
C -1.08432 0.02322 0.04227 0.8 -1.4 0.0
C 0.19073 -0.84744 -0.00435 -0.4 -0.3 0.4
C 1.50193 -0.26507 0.43305 0.5 -0.7 -0.9
C 2.39043 -1.01874 1.07982 0.2 0.6 1.2
N 1.80766 1.00134 -0.09220 -0.4 0.4 0.0
N -0.92710 0.99783 1.18108 -0.4 -0.6 0.0
H -2.69926 -0.93583 1.23558 0.0 0.0 0.1
H -3.06705 -0.59080 -0.47255 -0.6 0.1 0.1
H -2.00017 -1.89652 -0.08580 -0.1 -0.3 0.1
H -1.11718 0.55268 -0.89724 -0.2 0.6 0.1
H 0.26358 -1.29030 -1.00076 0.1 0.4 -0.2
H 0.02176 -1.72817 0.60050 -0.1 -0.2 0.5
H 2.14876 -1.87483 1.69683 -0.3 -0.2 -0.5
H 3.39631 -0.64963 1.24888 0.0 0.1 -0.1
H 1.69455 1.05018 -1.10046 0.0 0.0 0.0
H 2.71981 1.33395 0.18600 0.1 0.0 0.0
H -1.81781 1.45579 1.36948 0.2 0.3 0.1
H -0.16212 1.65129 0.98782 0.2 0.2 -0.2
H -0.65643 0.45585 2.00592 0.0 0.2 0.1
H -0.37348 0.70981 -3.41093 0.6 -0.6 -0.3
H -0.19598 1.79794 -2.48952 0.8 -0.1 0.2
O 0.27076 0.97451 -2.73556 -1.4 0.8 -0.1
```
Positions in Å, forces in eV/Å.

- total charge = +1
- electronic energy (hartree) = -384.00486
- largest force on an atom (eV/Å) = 1.659
- lowest unoccupied orbital energy (eV) = -3.2376
- ΔE to the lowest compared entry with this formula, charge and spin (eV) = 1.2565
- HOMO (eV) = -12.3

---

Formula: C19H32N9O4SSc
Source: OMol25
Level of theory: ωB97M-V with the def2-TZVPD basis set

```
66
Properties=species:S:1:pos:R:3:forces:R:3
Sc -0.17291 -0.23660 -0.11827 -0.5 0.4 0.2
C 2.39919 1.51199 1.92699 0.1 -0.1 0.1
C 1.53418 2.37074 1.06197 -0.3 0.2 0.0
O 0.20770 1.81403 1.01727 0.2 -0.2 0.1
C -0.64372 2.15421 2.11356 0.2 0.2 0.0
C -2.02106 1.76091 1.66699 -0.2 -0.2 0.1
O -2.00261 0.40546 1.19346 0.0 0.0 -0.1
C -2.40126 -0.57905 2.16936 -0.1 0.3 0.0
C -1.23092 -0.93925 3.05586 0.1 -0.1 0.0
O -0.02420 -0.89714 2.28237 0.1 -0.1 -0.1
C 1.11412 -1.00769 3.15467 -0.2 -0.1 0.1
C 2.40070 -0.82275 2.38310 0.0 0.1 0.0
O 2.24332 0.20113 1.40744 0.2 -0.1 0.0
H 2.08436 1.56022 2.97356 0.0 0.0 0.0
H 3.44257 1.83263 1.87056 0.0 0.0 0.0
H 1.89413 2.37548 0.03320 0.0 0.0 0.0
H 1.48741 3.40123 1.41845 0.0 0.0 0.0
H -0.60136 3.23287 2.29140 0.0 0.0 0.0
H -0.32722 1.63468 3.01871 0.0 0.0 0.0
H -2.35195 2.37262 0.82998 0.0 0.0 0.0
H -2.74409 1.86265 2.47623 0.0 0.0 0.0
H -2.78028 -1.42565 1.61382 0.0 -0.1 0.0
H -3.22350 -0.18012 2.76342 0.0 0.0 0.0
H -1.38108 -1.93548 3.47786 0.0 0.0 0.0
H -1.12331 -0.23693 3.88752 0.0 0.0 0.0
H 1.11007 -1.98539 3.64302 0.0 0.0 0.0
H 1.00560 -0.24817 3.93612 0.0 0.0 0.0
H 2.69160 -1.72535 1.86122 0.0 0.0 0.0
H 3.20406 -0.57723 3.08169 0.0 0.0 0.0
C 0.31913 -5.73109 -3.13404 0.1 -0.1 0.0
C -0.92953 -4.87453 -3.24109 -0.1 0.1 0.0
N -1.24431 -4.17480 -1.99334 0.1 0.0 0.1
C -1.02371 -2.86965 -1.76212 -0.4 -0.5 -0.1
S -1.72998 -2.24240 -0.28203 0.4 0.4 -0.1
N -0.38571 -2.16787 -2.65684 0.0 0.5 0.3
N -0.34914 -0.81896 -2.30667 0.1 -0.6 -0.1
C -0.27822 -0.00978 -3.29440 0.1 0.5 -0.2
C -0.29131 -0.41947 -4.72849 0.0 0.0 0.0
C -0.23684 1.43246 -2.94440 0.0 -0.3 -0.1
C -0.09347 2.39482 -3.92546 0.0 0.2 -0.1
C -0.16480 3.73607 -3.57854 0.0 0.0 -0.2
C -0.39698 4.06346 -2.25937 0.0 0.0 0.1
C -0.48744 3.03898 -1.33208 -0.1 0.0 -0.2
N -0.38721 1.74173 -1.64281 0.0 -0.2 0.2
H 0.51034 -6.24508 -4.07584 0.0 0.0 0.0
H 1.19265 -5.11584 -2.90810 0.0 0.0 0.0
H 0.20750 -6.49494 -2.36107 0.0 0.0 0.0
H -0.81548 -4.12290 -4.01839 0.0 0.0 0.0
H -1.79636 -5.48236 -3.49751 0.0 0.0 0.0
H -1.80373 -4.65450 -1.30767 0.0 0.0 0.0
H -0.63094 -1.44264 -4.82930 0.0 0.0 0.0
H -0.93656 0.24140 -5.30552 0.0 0.0 0.0
H 0.71610 -0.35130 -5.14924 0.0 0.0 0.0
H 0.05920 2.10351 -4.95375 0.0 0.0 0.0
H -0.06012 4.50529 -4.33248 0.0 0.0 0.0
H -0.50099 5.08944 -1.93576 0.0 0.0 0.0
H -0.65233 3.27317 -0.29690 0.0 0.1 0.0
N 2.37784 -4.79878 0.27422 0.0 0.3 -0.1
N 2.22862 -3.54948 -0.29901 0.3 -0.2 -0.1
N 2.98902 -3.14410 -1.29624 -0.3 0.1 0.1
C 2.56088 -1.90104 -1.45365 0.1 0.1 -0.1
N 1.61031 -1.59174 -0.56874 -0.2 -0.3 0.3
N 1.41481 -2.67756 0.17778 0.2 0.0 -0.2
H 2.79693 -5.39126 -0.43503 0.0 -0.1 0.1
H 1.45240 -5.11476 0.54349 0.0 -0.2 0.0
H 2.94234 -1.23375 -2.20773 0.0 0.0 0.0
```
Positions in Å, forces in eV/Å.

- total charge = +2
- electronic energy (hartree) = -2695.42037
- largest force on an atom (eV/Å) = 0.649
- lowest unoccupied orbital energy (eV) = -6.1127
- ΔE to the lowest compared entry with this formula, charge and spin (eV) = 1.3230
- HOMO (eV) = -13.6

---

Formula: C6H10O2S2
Source: OMol25
Level of theory: ωB97M-V with the def2-TZVPD basis set

```
20
Properties=species:S:1:pos:R:3:forces:R:3
C 0.92676 -0.92077 -0.49825 -0.8 1.1 -0.9
C -2.09913 -0.28105 -0.97066 -1.3 0.6 0.1
C -1.96237 1.17103 -0.51939 3.3 1.7 -3.1
C 0.01990 -0.42422 0.63083 -0.7 -0.1 -1.1
C 2.24469 -0.28928 -0.52220 4.2 0.7 -0.4
C 0.63740 -0.49389 2.00885 -1.0 1.6 -1.6
O 0.52694 -1.58318 -1.43740 0.2 0.0 1.0
O 0.55871 2.02853 -0.50408 1.5 1.4 -1.4
S -1.56714 -1.21867 0.49176 -1.1 -0.5 0.6
S -0.39317 1.46534 0.42427 -1.6 -1.8 0.5
H -3.21024 -0.31502 -1.20697 1.4 -1.0 0.3
H -1.46437 -0.68381 -1.77215 -0.5 0.9 0.0
H -1.92092 2.05103 -1.33461 0.0 -2.2 1.4
H -2.66030 1.49455 0.15101 -2.4 0.2 1.7
H 3.06718 -0.76844 0.14089 -1.7 1.0 -0.2
H 2.24806 0.87658 -0.46594 -0.2 -2.3 0.3
H 2.73885 -0.54546 -1.48331 -0.7 0.3 0.1
H -0.19528 -0.64566 2.63888 -0.6 0.9 1.5
H 1.27814 0.37883 2.04678 -0.2 0.3 1.1
H 1.22628 -1.29643 2.18168 2.0 -2.8 0.1
```
Positions in Å, forces in eV/Å.

- electronic energy (hartree) = -1181.39032
- largest force on an atom (eV/Å) = 4.866
- lowest unoccupied orbital energy (eV) = 0.4806
- ΔE to the lowest compared entry with this formula, charge and spin (eV) = 2.3161
- HOMO (eV) = -8.9

---

Formula: C5H4O2S
Source: OMol25
Level of theory: ωB97M-V with the def2-TZVPD basis set

```
12
Properties=species:S:1:pos:R:3:forces:R:3
C 1.81894 1.09293 1.82914 -1.6 0.8 1.2
C 1.07733 0.40606 0.65284 0.8 1.1 0.4
C 0.60387 -0.18015 -0.31238 -2.9 1.9 0.7
C -0.56465 -0.71914 -1.25261 7.9 0.4 3.1
C -1.84111 -0.04086 -1.40913 -1.0 4.4 -1.1
H 0.99746 1.10733 2.90691 2.6 0.4 -3.7
H 2.48634 2.14462 1.64277 -2.6 -2.9 0.3
H 2.54348 0.35520 2.10939 0.6 -0.3 0.4
H -2.04884 -2.44267 -1.17948 -2.4 2.8 -1.6
O -0.11202 -1.71740 -1.74466 -2.0 -1.1 -1.5
O -1.95168 1.21638 -1.49630 0.3 -4.3 0.5
S -3.00911 -1.22231 -1.74650 0.3 -3.2 1.3
```
Positions in Å, forces in eV/Å.

- electronic energy (hartree) = -741.38270
- largest force on an atom (eV/Å) = 8.501
- lowest unoccupied orbital energy (eV) = -1.1894
- ΔE to the lowest compared entry with this formula, charge and spin (eV) = 5.5498
- HOMO (eV) = -10.0